{
  "formula": "C12H26FNS",
  "method": "wB97M-V/def2-TZVPD",
  "symbols": ["C", "C", "C", "C", "C", "C", "C", "N", "C", "C", "C", "C", "C", "S", "H", "H", "H", "H", "H", "H", "H", "H", "H", "H", "H", "H", "H", "H", "H", "H", "H", "H", "H", "H", "H", "H", "H", "H", "H", "H", "F"],
  "positions_angstrom": [[0.004, 3.411, 1.803], [0.660, 2.908, 0.509], [-0.317, 2.600, -0.644], [-0.379, 1.113, -1.006], [-1.078, 0.878, -2.347], [-0.974, 0.298, 0.167], [-2.295, -0.426, -0.071], [-2.457, -1.107, 1.257], [-1.092, -1.720, 1.545], [-0.105, -0.871, 0.695], [0.427, -1.782, -0.413], [1.829, -2.355, -0.253], [2.964, -1.433, -0.656], [4.613, -2.214, -0.693], [0.062, 4.497, 1.889], [0.471, 2.994, 2.696], [-1.058, 3.153, 1.838], [1.385, 3.646, 0.161], [1.250, 2.010, 0.721], [-1.323, 2.945, -0.370], [-0.046, 3.160, -1.542], [0.652, 0.761, -1.112], [-2.168, 0.863, -2.258], [-0.779, -0.066, -2.804], [-0.833, 1.676, -3.049], [-1.147, 0.989, 1.005], [-2.176, -1.221, -0.811], [-3.177, 0.171, -0.295], [-2.657, -0.404, 1.966], [-3.207, -1.796, 1.269], [-1.121, -2.741, 1.168], [-0.938, -1.727, 2.623], [0.682, -0.472, 1.343], [-0.172, -2.715, -0.540], [0.353, -1.315, -1.400], [1.774, -3.249, -0.881], [1.996, -2.699, 0.777], [2.803, -1.057, -1.670], [3.042, -0.556, -0.007], [4.903, -2.015, 0.600], [-0.371, -4.132, -1.207]],
  "multiplicity": 1,
  "e_lumo_ev": -0.59,
  "orbital_gap_ev": 6.63
}